A gas-phase ion, C2H3O3Si (charge -1) at a distorted geometry. Source: OMol25; level of theory: the ωB97M-V functional and the def2-TZVPD basis.

Last column: Löwdin charge in e.
Positions of all 9 atoms, in Å:
Si: 0.90 -0.08 0.77  0.18
O: -0.76 0.10 0.69  -0.19
O: -2.63 0.19 -2.10  0.04
O: 0.67 0.06 -0.91  -0.15
C: -1.65 0.21 -1.39  -0.11
C: -0.64 0.01 -0.65  -0.59
H: 1.11 1.20 1.32  -0.07
H: 2.40 -0.48 0.39  -0.07
H: 0.60 -1.21 1.88  -0.04

Its net charge is -1. Its HOMO-LUMO gap is 7.173 eV. Its relative energy (zero: lowest compared OMol25 entry of this formula, charge and spin) is 28.8 kcal per mole. The value obtained for the HOMO energy is -3.2 eV.